C9H15N2O3S | ωB97M-V with the def2-TZVPD basis set

For the HOMO energy (spin up / spin down), the calculation gives -12.55 / -12.55 eV. Its largest force on an atom is 0.0595 Eh/bohr. As for the calculated total energy: -1084.95681 hartree. Its net charge is +1. Its energy relative to the best compared isomer or geometry (same formula, charge and spin) is 0.0 kcal per mole.

Last column: natural (NBO) charge in e.
Element x y z (Å)
O: 0.7807 -1.5430 -0.8304  -0.959
S: -0.2597 -0.5314 -0.8941  2.258
H: -0.7099 -0.6126 2.0694  0.195
O: -0.8764 -0.2406 -2.1461  -0.907
H: -4.5585 0.2754 1.0921  0.252
C: 1.4867 1.1911 0.1775  -0.097
C: -2.2324 1.3466 0.3056  0.898
C: -3.6887 -0.1996 -0.8881  -0.309
H: 4.0273 0.9327 1.1518  0.227
H: 2.1280 -0.5703 -0.5792  0.479
H: -0.2530 -2.1448 1.2755  0.246
H: -4.0333 -1.4541 0.8925  0.260
H: 2.5779 1.0936 -2.2404  0.241
H: 4.3000 -0.6831 0.4709  0.236
C: -1.0664 -1.4451 1.4522  -0.433
H: 2.9988 -0.4288 1.6434  0.235
N: -1.5205 -1.0047 0.1477  -0.621
C: -2.5370 -0.0148 0.1351  -0.133
C: 3.2960 0.9080 -1.4435  -0.417
O: -2.4453 2.4677 0.4120  -0.329
C: 0.2316 0.9332 -0.0705  -0.567
C: -3.9606 -0.4355 0.5406  -0.347
N: 2.6081 0.3196 -0.2832  -0.415
H: -1.8694 -1.9638 1.9721  0.225
H: -4.0841 0.6816 -1.3704  0.248
H: 4.0605 0.2241 -1.8075  0.233
C: 3.5403 0.0187 0.8122  -0.417
H: -3.5324 -1.0371 -1.5518  0.272
H: 3.7635 1.8501 -1.1564  0.226
H: 1.8279 2.0670 0.7112  0.223

=====

C28H39As2MgN6OS | ωB97M-V with the def2-TZVPD basis set

For the HOMO energy, the calculation gives -10.27 eV. Its largest force on an atom is 0.0132 Eh/bohr. As for the calculated total energy: -6563.90617 hartree. Its net charge is +1. Its energy relative to the best compared isomer or geometry (same formula, charge and spin) is 0.2 kcal per mole.

Last column: Löwdin charge in e.
Element x y z (Å)
H: -0.8753 -0.9542 -7.3649  0.110
H: 1.0789 -4.4119 0.0667  0.098
C: 0.1878 5.4833 4.2322  -0.067
N: -0.5838 2.0903 0.9900  -0.043
C: -0.5986 -2.0368 1.4649  -0.471
H: -2.8321 -0.6575 3.3998  0.100
H: -3.3691 -2.1702 -1.8429  0.016
H: -1.1869 -4.5190 -2.3068  0.021
N: -1.7403 -1.9575 2.1938  -0.117
N: -3.2911 3.1473 -0.8605  0.083
C: 2.0605 1.6819 3.4185  0.010
O: -0.1805 -1.0548 0.8167  -0.096
Mg: 0.1769 0.5480 -0.2017  0.271
N: -1.7427 2.7535 0.7120  0.018
H: 3.7946 0.9696 4.4595  0.120
H: 1.2091 0.3970 -7.2883  0.110
C: 3.4435 -1.0579 -2.5826  -0.282
H: -1.7747 -1.9298 -5.3029  0.093
C: 0.8009 -0.0327 -6.3824  -0.067
C: 2.9626 0.2824 1.2756  -0.111
C: -0.3656 -0.7874 -6.4240  -0.064
H: -1.1724 -3.9849 -4.0026  0.024
H: 3.1993 -2.1099 -2.4538  0.024
H: -0.3607 -3.7000 3.4347  0.093
N: 1.8215 0.9682 1.1567  0.052
C: -0.2378 -1.1324 -4.0275  -0.428
H: 4.2150 -0.7765 -1.8677  0.022
C: 0.0846 2.4207 2.0367  -0.175
C: 2.5770 1.7979 -2.6638  -0.285
C: -2.3295 -0.6445 2.4331  -0.019
C: -1.5741 3.4272 3.6053  -0.033
C: -0.8726 -1.3328 -5.2546  -0.104
C: 3.7156 0.2617 2.4345  -0.037
H: 3.3311 1.7828 -3.4455  0.028
H: 2.1213 -3.2264 0.8732  0.095
H: -3.0592 -0.3900 1.6598  0.104
S: -1.3067 1.6765 -1.8168  0.599
C: -2.1250 2.5569 -0.5432  -0.829
H: -2.7797 -3.4266 3.3305  0.096
C: 1.3727 1.6730 2.2169  -0.186
H: -3.6947 3.7799 -0.1890  0.107
C: 1.4361 0.1804 -5.1692  -0.108
H: -1.3561 6.1966 5.5401  0.108
H: 1.1252 -4.3957 2.7910  0.095
C: -2.8399 -1.8186 -2.7257  -0.310
H: 0.8717 6.2888 4.4662  0.108
H: 3.2785 -0.2741 0.4012  0.093
H: 3.0260 2.1763 -1.7474  0.024
H: 1.6666 2.2430 4.2546  0.124
As: 1.8526 0.0215 -2.3192  1.089
C: -0.3183 3.4673 3.0071  -0.189
H: -2.9190 4.3630 4.9823  0.108
H: -2.2682 2.6415 3.3385  0.105
H: 3.8090 -0.8930 -3.5937  0.033
H: 0.9765 -2.7042 -0.3846  0.026
C: -2.6695 -3.0804 2.3021  -0.036
C: 0.9191 -0.3557 -3.9893  -0.424
H: -3.1651 -2.3965 -3.5891  0.023
H: -2.3422 -3.9080 1.6804  0.087
As: -0.9275 -2.0050 -2.4108  1.133
N: 0.0922 -3.1950 1.4469  -0.115
C: 0.0905 -4.1460 2.5530  -0.035
H: -3.6472 -2.7565 1.9418  0.096
H: -3.0657 -0.7640 -2.8716  0.010
C: -1.9410 4.4013 4.5201  -0.066
C: 3.2441 0.9699 3.5263  -0.027
H: -1.5592 0.1171 2.4484  0.067
C: 1.1288 -3.3895 0.4431  -0.038
C: -1.0635 5.4320 4.8318  -0.073
H: -3.5642 3.2096 -1.8244  0.086
H: 0.3458 -4.0893 -3.0863  0.021
C: -0.7143 -3.8478 -3.0228  -0.310
H: 1.7556 2.4515 -2.9496  0.029
H: 2.3353 0.7813 -5.1508  0.092
H: 4.6421 -0.2956 2.4764  0.114
H: -0.4348 -5.0697 2.3074  0.094
C: 0.5615 4.4988 3.3277  -0.039
H: 1.5387 4.5403 2.8587  0.122

=====

C52H46O3P3S4V | ωB97M-V with the def2-TZVPD basis set

For the HOMO energy (spin up / spin down), the calculation gives -9.77 / -9.66 eV. The spin multiplicity is 2. Its largest force on an atom is 0.0683 Eh/bohr. As for the expectation value of S²: 0.76. As for the calculated total energy: -5795.52901 hartree. Its net charge is +1. Its energy relative to the best compared isomer or geometry (same formula, charge and spin) is 0.0 kcal per mole.

Last column: Löwdin charge in e.
Element x y z (Å)
C: 1.5299 3.3265 3.2845  -0.076
H: -1.2721 -5.1919 0.0703  0.113
H: 4.4690 2.4645 -4.3698  0.075
H: 4.7625 -2.5641 0.8259  0.116
C: -3.1806 -0.4402 -1.1606  -0.383
H: 1.9667 3.3333 -1.0038  0.070
C: 1.9000 -2.0546 3.5832  -0.048
H: 1.1133 5.0865 4.4485  0.108
C: 1.2788 3.5615 -1.8198  -0.156
S: 3.3189 0.7942 -3.0165  1.041
H: -1.2146 3.1174 -3.3971  0.038
C: 4.4636 2.0042 -3.3896  -0.390
H: 2.7094 -1.9604 4.2961  0.113
C: 2.3551 -2.8101 -0.9010  -0.105
H: -2.4785 3.7668 -2.3304  0.074
C: -0.5667 4.9827 -0.1427  -0.150
S: -1.7575 -2.6116 0.9625  0.953
C: -5.0595 0.7045 -0.1659  -0.088
C: 5.1748 -0.0534 2.9888  -0.387
H: -0.9129 1.8077 -6.7119  0.110
H: 0.0753 4.8468 0.7269  0.056
C: 0.0533 -1.0418 2.3943  -0.338
C: -1.0773 -4.5541 -0.7876  -0.069
C: -0.5948 -4.2381 -3.1146  -0.057
H: -0.6643 -6.1596 -2.1543  0.116
C: 4.7181 -1.6035 1.3257  -0.102
H: -1.3069 4.5880 4.6289  0.109
H: -1.1419 0.1029 4.9110  0.111
H: 1.6600 1.5098 2.1696  0.027
H: -0.6697 -2.2296 -3.8408  0.102
C: -5.9117 -0.2885 -0.6304  -0.066
H: 5.5688 1.4307 -0.2972  0.091
H: 0.7944 -0.0807 -3.2738  0.051
H: 6.1182 2.9444 -2.3692  0.110
S: 4.1915 0.8118 1.8926  1.067
P: -1.0824 0.3898 2.0001  1.059
C: -4.3282 -1.0439 4.9702  -0.066
H: -5.5950 -1.2768 3.2536  0.111
C: 0.0843 0.8716 -5.0534  -0.075
H: 1.3644 2.7848 -2.5807  0.026
C: 0.9974 2.1801 2.7026  -0.140
C: 3.9298 0.5801 -1.4179  -0.477
C: -1.1757 2.7528 3.5287  -0.087
H: -3.6537 -2.2605 -2.2113  0.116
C: -3.6957 0.6256 -0.4248  -0.135
C: 1.6563 -3.2767 2.9695  -0.044
H: 4.3741 -4.6920 -2.8306  0.073
H: -2.8357 -0.7134 6.4863  0.110
H: 5.9739 -2.0560 3.1069  0.110
H: 1.0674 0.9206 -5.5094  0.106
H: -6.0643 -2.1302 -1.7301  0.112
C: -2.4334 0.7142 -3.8799  -0.075
C: -1.3250 0.2146 -3.1968  -0.344
H: -3.4177 0.6653 -3.4308  0.106
C: -5.4016 -1.3534 -1.3661  -0.054
C: -2.4146 -0.0948 3.1777  -0.354
P: -1.3902 -0.4920 -1.5016  1.025
C: -0.3548 1.8599 2.8407  -0.356
H: 2.5924 3.5305 3.1953  0.103
C: 3.2775 -0.4405 -0.4834  -0.480
H: -1.6034 5.0476 0.1916  0.071
H: -2.2320 2.5350 3.6453  0.109
H: -0.3485 -4.6450 -4.0899  0.115
H: 2.1263 -4.9489 -1.4774  0.100
C: -3.6727 -0.4815 2.7272  -0.097
H: 1.4939 -2.6832 -0.2612  0.089
O: 1.9112 0.0244 -0.1932  -0.327
C: 4.9941 1.4096 -1.2138  -0.119
C: -0.0686 0.3065 -3.7967  -0.146
C: -3.0730 -0.6498 5.4305  -0.062
C: 0.5989 -3.4031 2.0920  -0.072
C: 5.3001 2.2324 -2.3441  -0.160
H: -1.2678 4.8693 -3.0419  0.074
C: 1.1170 -0.9508 3.2915  -0.079
S: 4.5248 -2.3577 -2.1467  1.071
C: -1.4353 3.8689 -2.6340  -0.142
C: -4.0411 -1.4280 -1.6340  -0.076
H: -3.9189 -0.4153 1.6723  0.067
O: -2.3905 -3.7884 1.6322  -0.460
H: -3.0249 1.3931 -0.0554  0.077
C: -4.6263 -0.9602 3.6217  -0.059
O: -0.7919 2.2855 -0.5045  -0.486
C: -1.0263 1.3665 -5.7278  -0.076
P: -0.3929 3.5880 -1.2228  0.605
C: -1.0848 -2.3061 -1.7366  -0.331
C: 3.8692 -3.9315 -2.2477  -0.391
C: -0.2007 -2.3026 1.8116  -0.365
C: -0.6525 3.9123 4.0909  -0.071
H: -0.2956 5.9017 -0.6689  0.070
C: -0.7616 -5.0855 -2.0316  -0.064
H: 5.5526 0.4330 3.8804  0.074
H: -5.4525 1.5337 0.4133  0.114
V: 0.2656 0.4942 -0.1470  0.554
C: -0.7648 -2.8626 -2.9692  -0.064
H: 0.3675 -4.3667 1.6461  0.118
C: 4.0428 -0.5316 0.8254  -0.446
C: -2.2806 1.2888 -5.1401  -0.077
C: -2.1193 -0.1848 4.5410  -0.087
H: 2.2776 -4.1351 3.1954  0.117
C: 0.7036 4.1961 3.9848  -0.080
C: 2.7098 -4.0380 -1.5428  -0.161
H: -6.9727 -0.2380 -0.4162  0.110
H: -5.0671 -1.4189 5.6676  0.109
C: -1.2070 -3.1819 -0.6454  -0.379
H: 1.5464 4.5264 -2.2589  0.078
C: 3.2458 -1.8128 -1.1366  -0.496
C: 5.3819 -1.3281 2.5624  -0.166
H: -3.1489 1.6713 -5.6643  0.112
H: 1.3312 -0.0099 3.7788  0.100

=====

C11H27BBrN4O8P2S | ωB97M-V with the def2-TZVPD basis set

For the HOMO energy, the calculation gives -11.42 eV. Its largest force on an atom is 0.0223 Eh/bohr. As for the calculated total energy: -4935.94220 hartree. Its net charge is +1. Its energy relative to the best compared isomer or geometry (same formula, charge and spin) is 14.3 kcal per mole.

Last column: natural (NBO) charge in e.
Element x y z (Å)
O: -1.9334 -4.2450 -0.5253  -0.695
O: -3.3396 -2.4655 0.3571  -0.951
C: 0.8505 1.0634 -2.3596  0.333
P: 2.1365 -1.2900 -0.4583  1.312
O: -4.3013 -4.3996 -0.8223  -0.678
S: -3.2697 -3.8854 0.2658  2.565
N: 3.6190 -0.7123 0.1394  -1.165
H: -4.1656 -5.3387 -2.6647  0.226
H: 2.6497 0.7161 -3.4764  0.246
C: 0.8023 -0.0115 0.0196  -0.348
P: -3.1012 0.8231 0.0161  1.070
H: 2.5225 -2.6045 1.2620  0.492
O: 1.8803 -2.5480 0.5477  -0.986
H: -0.2621 0.5807 -3.8044  0.347
Br: -3.3877 0.0352 -2.0461  -0.199
H: 1.7181 -0.9323 2.6447  0.383
H: 3.9463 0.1218 -0.3259  0.398
H: 1.5365 1.8568 -4.2013  0.231
O: -2.3143 2.2596 -0.1676  -1.021
C: 1.4673 5.2403 2.1068  -0.638
H: -0.8519 -1.0493 -1.1231  0.291
H: 0.5250 2.0717 -0.5230  0.230
C: 1.9692 1.5356 -3.2559  -0.696
N: -0.7560 0.9046 1.5844  -0.540
H: 3.6563 -0.5808 1.1450  0.378
C: 0.6878 0.4247 1.4976  -0.073
H: 1.1293 5.1522 3.1323  0.237
H: -0.8471 1.8436 1.1916  0.463
O: 1.0809 2.8445 2.3244  -0.776
H: 0.1296 -1.3492 2.4274  0.383
H: 2.4984 2.3881 -2.8399  0.220
H: -1.4985 -4.8669 -2.4559  0.219
H: -1.0438 0.8512 2.5583  0.451
H: 0.8913 6.0094 1.6002  0.224
H: 3.0370 1.2489 3.3064  0.521
H: -2.0598 -0.7154 1.4125  0.254
C: -0.5380 -0.7756 -0.1272  -0.462
C: 1.3317 3.9171 1.3708  -0.052
H: 2.2456 3.6990 0.8218  0.182
N: 0.7825 -0.5842 2.5336  -0.849
C: -1.5847 -0.0278 0.7207  -0.391
H: -3.6099 -3.6476 -2.6169  0.198
N: -0.2417 0.5996 -2.7873  -0.636
H: 2.1593 1.4209 -0.7688  0.215
O: -3.3801 -4.6824 1.4266  -0.880
C: -3.6295 -4.5980 -2.0803  -0.102
O: 2.9360 1.3513 2.3550  -0.947
H: 2.5014 5.5717 2.0995  0.223
B: 1.6113 1.6152 2.0604  1.267
C: 1.0939 1.2089 -0.8708  -0.503
H: -2.2183 -6.0982 -1.3908  0.204
H: -2.8984 2.8790 -0.6151  0.520
C: -2.2388 -5.0479 -1.6825  -0.100
H: -0.4162 -1.7300 0.3829  0.233
H: 0.4919 3.9521 0.6788  0.171